{"formula": "C32H44B2CdF4N8O2Si3", "method": "the ωB97M-V functional and the def2-TZVPD basis", "symbols": ["Cd", "O", "C", "N", "C", "O", "C", "C", "C", "C", "C", "N", "C", "C", "C", "C", "C", "N", "H", "H", "H", "H", "H", "H", "H", "H", "C", "Si", "C", "C", "C", "Si", "C", "C", "C", "Si", "C", "C", "C", "C", "C", "C", "C", "N", "H", "H", "H", "H", "H", "H", "H", "H", "H", "H", "H", "H", "H", "H", "H", "H", "H", "H", "H", "H", "H", "H", "H", "H", "H", "H", "H", "H", "B", "N", "C", "C", "C", "N", "N", "C", "C", "C", "N", "H", "H", "H", "H", "H", "H", "H", "H", "F", "B", "F", "F", "F"], "xyz": [[0.3646, -0.2358, -0.6145], [1.5249, -4.4696, -0.3375], [1.0159, -3.4007, -0.0393], [-0.0036, -2.7360, -0.6291], [-1.1579, -3.2749, -1.0126], [-1.5301, -4.4489, -0.9746], [-2.1989, -2.2210, -1.3761], [-3.4451, -2.6271, -1.8398], [-4.4601, -1.6929, -1.9350], [-4.2151, -0.3888, -1.5222], [-2.9374, -0.0648, -1.1061], [-1.9449, -0.9508, -1.0742], [1.5302, -2.6361, 1.1701], [2.2892, -3.2884, 2.1239], [2.6314, -2.6048, 3.2823], [2.1851, -1.3073, 3.4550], [1.4486, -0.7176, 2.4390], [1.1455, -1.3636, 1.3177], [-3.5881, -3.6683, -2.0915], [-5.4392, -1.9814, -2.3002], [-4.9981, 0.3579, -1.5124], [-2.6886, 0.9298, -0.7553], [2.5902, -4.3095, 1.9372], [3.2415, -3.0810, 4.0408], [2.4293, -0.7322, 4.3366], [1.1157, 0.3075, 2.5114], [-1.0709, 0.2333, -4.6118], [0.4772, -0.7472, -4.1338], [1.4716, -0.7992, -5.7672], [-0.1279, -2.5376, -4.0175], [1.4701, -0.0390, -2.7147], [3.1125, -0.9444, -2.6188], [4.0172, -0.8424, -0.9813], [4.3836, -0.2689, -3.8741], [2.9802, -2.7726, -3.0783], [1.7179, 1.7769, -2.9454], [3.0758, 2.6077, -1.9391], [2.1545, 2.3201, -4.7282], [0.1306, 2.8253, -2.6692], [0.1729, 4.1944, -2.9496], [-0.9570, 4.9781, -2.8000], [-2.1286, 4.3693, -2.3791], [-2.0961, 3.0083, -2.1210], [-1.0100, 2.2517, -2.2474], [-1.5421, -0.2426, -5.4794], [-0.8543, 1.2737, -4.8715], [-1.7896, 0.2462, -3.7884], [0.7967, -1.0343, -6.5979], [2.2397, -1.5779, -5.7351], [1.9713, 0.1445, -5.9959], [0.1454, -3.0746, -4.9304], [-1.2152, -2.5796, -3.9140], [0.3092, -3.0783, -3.1775], [4.3776, 0.1682, -0.7773], [4.8805, -1.5167, -0.9919], [3.3849, -1.1217, -0.1369], [4.5778, 0.7949, -3.7099], [4.0504, -0.3974, -4.9082], [5.3339, -0.8003, -3.7551], [2.5032, -3.3622, -2.2922], [3.9876, -3.1748, -3.2298], [2.4132, -2.9338, -3.9978], [4.0574, 2.3914, -2.3699], [3.1048, 2.2839, -0.8963], [2.9381, 3.6932, -1.9433], [3.0159, 1.7546, -5.0931], [2.4164, 3.3824, -4.7640], [1.3269, 2.1546, -5.4245], [1.1039, 4.6404, -3.2833], [-0.9239, 6.0417, -3.0073], [-3.0447, 4.9305, -2.2463], [-3.0034, 2.5088, -1.7952], [-2.4517, 1.2982, 2.5003], [-2.0483, -0.1282, 2.9179], [-1.9885, -0.5754, 4.1905], [-1.8446, -1.9474, 4.1582], [-1.8373, -2.2502, 2.7846], [-1.9681, -1.1511, 2.0521], [-1.4026, 2.0659, 1.5973], [-1.4122, 3.4091, 1.5992], [-0.3383, 3.8781, 0.8687], [0.2968, 2.7159, 0.4401], [-0.3534, 1.6281, 0.8558], [-3.5277, 1.2706, 1.9212], [-2.5242, 1.9380, 3.5305], [-2.0442, 0.1107, 5.0203], [-1.7554, -2.6256, 4.9916], [-1.7342, -3.2124, 2.3026], [-2.1656, 3.9365, 2.1632], [-0.0480, 4.8989, 0.6852], [1.2177, 2.6161, -0.1085], [3.2420, 1.7057, 3.1721], [3.6507, 1.9082, 1.8351], [2.7832, 1.1734, 0.9673], [3.5692, 3.2770, 1.5029], [4.9715, 1.4474, 1.6572]], "atomic_forces_ev_per_a": [[-0.461, -0.553, -0.174], [-0.022, -0.048, 0.023], [-0.126, -0.115, 0.011], [0.136, 0.470, -0.088], [0.112, -0.225, 0.036], [0.006, 0.084, -0.088], [-0.089, -0.009, 0.182], [-0.047, 0.027, -0.062], [0.059, 0.047, -0.005], [-0.042, -0.106, -0.040], [0.104, 0.053, 0.038], [0.066, 0.208, 0.014], [-0.024, 0.003, 0.029], [0.056, -0.019, 0.038], [-0.041, 0.045, -0.031], [0.049, -0.075, 0.052], [0.009, 0.006, -0.033], [0.154, 0.189, 0.051], [0.028, -0.011, 0.058], [-0.003, 0.002, 0.027], [0.015, 0.018, -0.006], [0.011, -0.173, 0.000], [-0.018, 0.002, -0.018], [-0.021, -0.017, 0.011], [-0.010, 0.025, -0.032], [0.008, -0.006, -0.022], [0.022, 0.101, 0.141], [-0.171, -0.029, -0.389], [0.202, 0.123, 0.065], [0.017, -0.026, 0.323], [-0.126, 0.127, 0.353], [0.276, -0.012, -0.158], [-0.128, 0.035, 0.032], [-0.105, 0.069, -0.018], [-0.101, 0.012, 0.048], [0.077, 0.197, -0.347], [-0.034, -0.220, 0.215], [-0.040, -0.127, -0.036], [-0.081, -0.097, 0.073], [0.062, 0.035, -0.017], [-0.020, -0.048, 0.020], [0.065, 0.046, -0.037], [0.023, 0.075, -0.029], [-0.019, 0.066, -0.060], [0.073, -0.040, 0.040], [-0.030, -0.042, 0.006], [0.009, 0.005, -0.051], [-0.044, -0.021, 0.086], [-0.052, 0.025, -0.027], [-0.078, -0.147, -0.050], [-0.027, 0.046, -0.027], [0.025, 0.004, -0.003], [-0.104, -0.004, -0.056], [-0.022, -0.053, 0.041], [-0.046, 0.009, -0.061], [0.066, 0.013, 0.020], [0.053, -0.090, -0.045], [0.049, 0.016, 0.069], [-0.048, -0.018, 0.039], [-0.001, -0.017, -0.031], [0.006, 0.065, 0.039], [0.139, -0.033, 0.053], [-0.049, 0.040, -0.003], [0.041, 0.046, -0.091], [-0.002, -0.022, -0.036], [-0.037, 0.102, 0.015], [-0.029, -0.020, 0.089], [0.047, 0.046, 0.039], [-0.048, -0.013, 0.022], [-0.009, 0.002, 0.006], [0.001, -0.014, 0.014], [0.036, 0.049, -0.021], [-0.158, -0.177, -0.112], [-0.031, 0.097, 0.087], [0.157, -0.033, -0.042], [0.001, -0.035, -0.030], [0.054, 0.054, -0.024], [-0.050, -0.114, -0.068], [0.030, 0.198, -0.109], [0.079, -0.086, 0.045], [-0.027, 0.029, -0.065], [0.027, 0.013, 0.117], [0.055, -0.179, 0.068], [0.078, -0.014, -0.044], [-0.077, 0.049, -0.033], [-0.001, 0.012, -0.060], [0.014, 0.029, -0.011], [0.004, 0.031, -0.032], [0.038, -0.028, -0.003], [0.016, -0.029, 0.037], [-0.060, 0.017, 0.024], [0.063, 0.034, -0.203], [0.067, 0.035, 0.013], [0.191, 0.147, 0.119], [0.006, -0.212, 0.053], [-0.221, 0.080, 0.043]], "homo_energy_ha": -0.13188, "e_lumo_ha": 0.15653, "charge": -2, "de_lowest_ev": 0.300}